1.
# C10H12NS

C10H12NS as an isolated structure at a distorted geometry (ωB97M-V/def2-TZVPD, the OMol25 dataset).

Properties
HOMO (eV): -13.07
ΔE to the lowest compared entry with this formula, charge and spin (kJ/mol): 379.4
LUMO level (eV): -5.49
Net charge: +1

XYZ file:
```
24
Properties=species:S:1:pos:R:3:forces:R:3
C 1.77075 -0.01645 -0.72747 -0.1439 -0.4355 3.9354
C 0.30641 -0.46234 1.33904 2.6488 -3.2557 1.5845
C -1.33972 1.17860 1.67294 0.8875 1.4580 -0.4619
C 0.31730 -0.34500 -0.07616 -1.0995 1.9327 -2.6246
C -1.15364 1.71936 0.43817 1.1586 -3.9861 -0.8535
C -0.46109 0.18492 2.21829 -1.1793 0.2256 -0.3638
C -0.45574 0.85592 -0.52450 -0.7541 0.7500 -0.1318
C -0.62615 -0.00197 3.67506 1.1519 -0.7778 1.7081
C 0.22112 -1.42868 -3.16186 1.4680 1.1842 0.2178
C 0.48485 0.05607 -2.98142 1.8223 0.3854 3.9662
N 2.00514 0.18822 -1.88186 -1.4084 0.1121 -5.3109
S -0.48754 1.33359 -2.16368 -0.3150 -1.0983 0.4073
H 2.56569 0.07492 0.03135 -0.2595 -0.2416 -0.2580
H 1.09677 -1.26992 1.58010 -1.5455 1.2455 0.6357
H -2.02675 1.71429 2.31106 -0.1685 -0.2365 0.2657
H 0.06327 -1.30370 -0.63075 0.0851 1.0840 0.7342
H -1.79869 2.44423 0.10210 -1.0296 1.8950 -0.8867
H -1.48302 0.63717 4.05316 1.1722 -1.1495 -0.1733
H -0.68228 -1.09248 3.94487 -0.6009 1.0386 -0.2484
H 0.33717 0.26092 4.19763 -1.0098 0.2662 -0.3533
H -0.76128 -1.69380 -2.97372 -2.1032 -0.4314 0.4576
H 0.85930 -1.91166 -2.41552 0.0083 -0.5454 -0.7438
H 0.42217 -1.67083 -4.20665 0.3904 -0.2781 0.3476
H 0.82597 0.54862 -3.82018 0.8242 0.8589 -1.8502
```
Positions in Å, forces in eV/Å.


2.
# C10H12O2

C10H12O2 as an isolated structure at a distorted geometry (ωB97M-V/def2-TZVPD, the OMol25 dataset).

Properties
HOMO (eV): -8.05
ΔE to the lowest compared entry with this formula, charge and spin (kJ/mol): 831.5
LUMO level (eV): 0.64
Net charge: 0

XYZ file:
```
24
Properties=species:S:1:pos:R:3:forces:R:3
C 1.24998 2.92857 -1.78811 -4.4055 5.4663 -7.3315
C 1.32945 1.55758 -0.16818 -0.3898 1.7151 -1.4680
C 2.09089 1.08141 0.81753 -1.3527 -3.5714 3.0630
C 1.64362 -0.17223 1.37258 2.0628 -0.2548 2.8688
C 0.57270 -0.86248 0.79883 0.9786 0.3026 -0.8917
C -1.16613 -2.36926 0.36300 3.9774 0.5567 -3.7149
C -2.18058 -2.19947 1.35405 -3.7229 -0.3258 3.5720
C -1.19298 -1.16109 -0.74909 1.9511 -2.7473 0.4026
C -0.09448 -0.27029 -0.25102 -1.7370 0.8302 -0.3640
C 0.08677 1.05614 -0.61750 0.1344 -1.0236 0.5301
H 1.92867 3.65713 -2.76141 -2.1213 -1.8268 3.4423
H 0.82704 2.06218 -2.42443 0.6493 1.2135 0.9353
H 0.27538 3.52495 -1.22610 1.8786 -0.8075 -2.7059
H 2.75043 1.75026 1.35416 0.5495 -0.4044 -0.4248
H 2.22305 -0.56561 2.36699 -1.6551 0.7718 -2.7013
H -1.08338 -3.39448 -0.24542 -0.2916 2.0091 1.8807
H -2.39761 -3.43204 1.92963 -0.0214 4.2319 -1.8291
H -3.13970 -1.55987 0.49941 1.9062 -2.3644 3.8128
H -1.69857 -1.38264 2.56107 -1.6925 -2.2944 -4.1277
H -2.13666 -0.83974 -0.55603 -2.6532 1.8824 -0.1293
H -1.15816 -1.50404 -1.82046 0.3816 0.3239 1.0901
H -0.78424 1.59000 -1.06409 1.4836 -0.3886 -0.1956
O 1.95572 2.61069 -0.79574 3.1022 -1.8908 3.6962
O 0.09876 -2.10567 1.05033 0.9877 -1.4039 0.5901
```
Positions in Å, forces in eV/Å.


3.
# C10H12O2S

C10H12O2S in the gas phase at a distorted geometry (ωB97M-V/def2-TZVPD, the OMol25 dataset).

Properties
HOMO (eV): -9.02
SMILES: C=C/C=C/[C@@]1(C)SC(=O)[C@H](C)C1=O
ΔE to the lowest compared entry with this formula, charge and spin (kJ/mol): 304.0
LUMO level (eV): 0.34
Net charge: 0

XYZ file:
```
25
Properties=species:S:1:pos:R:3:forces:R:3
C -1.53297 0.86382 -4.36520 -4.0000 4.4642 1.7060
C -1.59930 1.40220 -3.10659 -0.4462 -0.3501 -0.7433
C -0.61017 1.05870 -2.07613 -1.7132 0.1659 1.9548
C -0.88751 0.95836 -0.75507 2.6093 -0.7941 -0.9610
C 0.22842 0.47134 0.27537 -0.5565 0.4445 -0.4855
C 1.65263 0.38175 -0.27084 0.7865 -1.1672 -2.6822
S 0.52541 1.60876 1.69666 -1.8447 -0.7728 -0.4511
C -0.02918 0.36714 2.84752 1.8452 -1.8095 -1.7503
O 0.18539 0.55061 3.97436 -0.3595 1.1601 4.3636
C -0.14730 -1.11591 2.37371 0.2706 1.1660 -1.3889
C 0.93411 -2.04506 3.05097 -0.7826 0.7744 0.3010
C -0.08312 -0.98820 0.83702 0.3525 -0.3299 0.0006
O -0.18221 -1.92214 0.08166 -0.0202 0.6379 0.2912
H -2.30013 1.28256 -5.10431 1.1638 -1.0640 0.9725
H -0.81320 0.23732 -4.70403 2.1577 -1.8160 -0.7765
H -2.42568 2.10153 -2.72723 1.1092 -1.1394 -1.0892
H 0.35981 0.87012 -2.38148 1.8198 -0.4546 -0.7916
H -1.90662 1.09855 -0.49967 -0.6937 0.1397 1.0178
H 2.01446 1.33629 -0.75867 -0.4746 -0.9403 0.7376
H 2.39340 0.03819 0.47124 -0.5296 0.4518 -0.0098
H 1.70517 -0.43722 -1.06704 -0.1606 1.1079 0.7383
H -1.13210 -1.45415 2.59259 -0.9609 -0.3890 0.2264
H 0.72705 -2.25384 4.15263 0.0399 0.3182 -1.6483
H 1.09789 -2.96490 2.47329 -0.3498 0.2580 0.2372
H 1.82573 -1.44580 2.98925 0.7375 -0.0617 0.2307
```
Positions in Å, forces in eV/Å.


4.
# C10H12O3

A 2-piece molecular cluster, C10H12O3 overall at a distorted geometry (ωB97M-V/def2-TZVPD, the OMol25 dataset).

Properties
HOMO (eV): -7.75
ΔE to the lowest compared entry with this formula, charge and spin (kJ/mol): 1020.9
LUMO level (eV): 0.73
Net charge: 0

XYZ file:
```
25
Properties=species:S:1:pos:R:3:forces:R:3
C -1.58735 1.35518 -0.90091 -0.3638 -0.6908 -0.5477
C -2.22633 1.31101 0.26903 0.0041 1.9749 0.9728
C -1.76326 -1.21587 -1.09314 -0.9016 -0.3319 0.3481
C -2.44533 -1.29366 0.05960 1.8571 1.0348 -1.9229
C -0.87743 -0.03217 -0.80803 -1.7518 1.1179 0.6168
C -1.81421 -0.05922 0.67506 1.2307 -0.6515 -0.0923
C -0.35626 -0.08252 0.62412 1.8701 -4.0389 1.8258
C 0.73140 -2.02999 1.07821 -1.3184 1.1139 -1.1303
C 1.70571 1.51502 -0.58795 -1.1106 -1.5514 -1.7764
C 1.71433 0.98294 0.77148 -1.0190 4.0377 1.1687
O 1.68547 -2.28669 0.09398 -0.8754 0.3169 0.4328
O 1.75292 0.57055 -1.65988 -0.2355 -1.0273 0.1109
O 0.39004 0.87487 1.25153 -0.9400 -0.6675 0.1643
H -1.58531 1.98653 -1.79026 0.2394 0.2237 0.5722
H -2.55998 2.07380 1.03195 -0.2153 -0.7876 -1.4455
H -1.92593 -1.71711 -2.04237 0.4501 -0.1737 0.1389
H -3.18671 -1.97460 0.33719 -1.0071 -0.6528 0.9113
H 0.21781 -2.97460 1.21131 -0.8264 0.4030 0.2124
H 1.12199 -1.61406 1.97523 0.3785 0.2722 0.8371
H 2.62351 2.01055 -0.67341 1.0006 1.4779 -0.6492
H 0.76813 2.12138 -0.61051 1.0200 0.1711 -0.3953
H 2.14667 1.92668 1.24847 -0.6197 -1.5074 0.4970
H 2.29726 0.17850 1.03367 1.4647 -2.0386 0.3741
H 1.96690 -1.39499 -0.03194 1.3865 0.6720 -0.9380
H 1.20594 -0.23153 -1.46242 0.2830 1.3033 -0.2858
```
Positions in Å, forces in eV/Å.


5.
# C10H12S

C10H12S in the gas phase at a distorted geometry (ωB97M-V/def2-TZVPD, the OMol25 dataset).

Properties
HOMO (spin up / spin down) (eV): -7.01 / -7.11
ΔE to the lowest compared entry with this formula, charge and spin (kJ/mol): 240.0
LUMO level (spin up / spin down) (eV): 0.18 / 0.12
Net charge: 0

XYZ file:
```
23
Properties=species:S:1:pos:R:3:forces:R:3
C -1.98983 1.04667 -1.95232 -0.2533 1.3361 -0.7580
C -1.01672 1.92700 -1.50777 -1.0176 0.3460 0.3518
C -1.72101 -0.28454 -1.69550 -2.3220 -1.9164 -1.1887
C -0.02737 1.47129 -0.64112 0.0132 0.8479 2.5280
C -0.78722 -0.78336 -0.86002 1.0029 2.1030 2.5035
C -0.05068 0.17300 -0.07581 2.2945 -0.6276 -3.7469
C 3.19446 0.60633 -0.90104 -0.8197 -0.4014 0.3634
C 1.09373 -0.37024 0.69942 -0.3361 -0.6304 1.3327
C -0.80907 -1.16315 2.27897 -0.4326 0.0817 0.7407
C 0.68889 -1.27754 1.89066 -1.6274 -1.0375 -0.9516
S 2.72975 -0.24280 0.45451 -1.2869 0.9687 -1.3046
H -2.90055 1.51162 -2.47965 1.5317 -1.4085 0.6301
H -1.21394 2.98447 -1.70780 0.6839 -0.2476 0.1138
H -2.31456 -1.10660 -2.08272 -0.5495 0.4597 -0.5449
H 0.57979 2.23070 -0.08485 -0.2345 -0.7066 -0.9081
H -0.72426 -1.82392 -0.61614 0.0712 -0.4229 -0.1952
H 4.26218 0.66092 -0.93275 0.3640 0.0915 -0.1992
H 2.57541 1.02415 -1.72658 0.3853 -0.4606 1.1194
H -1.60928 -1.30321 1.51701 0.9417 -0.2533 0.3923
H -0.94557 -0.16494 2.64922 -0.3315 0.7890 0.0863
H -1.03789 -1.78740 3.18165 0.2961 0.1489 -0.9379
H 0.82807 -2.37978 1.84516 0.6507 0.6178 -0.7101
H 1.19567 -0.94867 2.74750 0.9759 0.3224 1.2833
```
Positions in Å, forces in eV/Å.


6.
# C10H12Si

A 2-piece molecular cluster, C10H12Si overall at a distorted geometry (ωB97M-V/def2-TZVPD, the OMol25 dataset).

Properties
HOMO (spin up / spin down) (eV): -7.48 / -8.18
<S²>: 2.0294
Spin multiplicity: 3
ΔE to the lowest compared entry with this formula, charge and spin (kJ/mol): 0.0
LUMO level (spin up / spin down) (eV): 0.92 / -2.11
Net charge: 0

XYZ file:
```
23
Properties=species:S:1:pos:R:3:forces:R:3
C 3.33347 -0.04059 0.07279 0.1427 1.0208 -0.5305
C 2.81742 -1.29961 -0.02497 -2.1579 1.5120 0.2693
C 2.47591 1.06637 0.11851 -1.0235 -1.3558 0.1681
C 1.47170 -1.58840 -0.03624 -1.3431 3.9765 0.0288
C 1.11376 0.83806 0.06475 1.1777 -1.2937 0.1837
C 0.56513 -0.49086 -0.00691 1.5885 1.0046 -0.1344
C 0.05663 1.78456 0.13304 -0.5310 1.0674 0.8019
C -1.15566 1.13276 0.10939 0.0556 -1.3600 -1.8804
C -0.83901 -0.30184 -0.04785 -1.0360 -0.0821 0.9500
C -2.56952 1.67949 -0.03888 0.4361 -0.6200 -2.1236
Si -2.14786 -1.63985 0.23300 0.9052 -0.5755 0.9577
H 4.41354 0.05112 -0.02342 -0.2015 0.2630 0.3283
H 3.48367 -2.02338 -0.09307 2.8370 -3.5558 -0.2786
H 2.79271 2.05034 0.26193 0.8248 1.4060 -0.0139
H 0.98220 -2.47379 -0.07122 -0.5283 -3.2178 -0.1627
H 0.35077 2.80690 0.39756 -0.8216 -0.0904 -0.4910
H -0.84041 -1.04765 -2.07256 0.0126 -0.2894 -0.6993
H -2.44045 2.73533 0.08107 -0.7739 0.6680 0.4449
H -3.17982 1.15962 0.64843 -0.8830 0.1227 1.3432
H -3.19883 1.50157 -1.03596 2.0605 0.2300 1.5477
H -3.40680 -1.38125 -0.43713 -0.3767 0.1024 -0.3340
H -2.30523 -1.36671 1.71099 -0.2800 -0.3863 -0.3733
H -1.77334 -3.15218 0.05677 -0.0845 1.4531 -0.0019
```
Positions in Å, forces in eV/Å.


7.
# C10H13AsNNaO

C10H13AsNNaO as an isolated structure at a distorted geometry (ωB97M-V/def2-TZVPD, the OMol25 dataset).

Properties
HOMO (eV): -8.40
LUMO level (eV): -0.65
Net charge: 0

XYZ file:
```
27
Properties=species:S:1:pos:R:3:forces:R:3
Na 0.50697 -0.81758 -4.47140 0.2945 0.4465 -0.0089
C -1.16567 -2.11550 -0.55334 -0.3003 -0.4156 2.1540
As -0.34179 -0.90523 -1.71683 1.7281 -1.4158 -1.2820
C -1.61148 0.46724 -1.68294 0.5965 2.2828 0.3548
C 1.19097 -0.31342 -0.59809 -0.4893 1.0080 0.0850
C 0.82685 0.04937 0.80115 -1.0662 0.2232 1.0348
C 0.93576 -0.91897 1.82366 1.6474 -1.4446 -0.2486
C 0.47922 -0.71395 3.10220 -0.5970 0.8797 -1.0576
C -0.16652 0.47644 3.41210 0.4552 -1.5345 -0.3735
C -0.26819 1.48164 2.50627 1.1285 0.6238 -0.9428
C 0.24101 1.27469 1.17781 -0.4687 0.5570 0.9752
H -1.53280 -1.63728 0.36450 -0.0605 0.2996 -0.2930
H -0.54820 -2.89391 -0.14727 0.7995 -0.4003 -0.1845
H -1.98040 -2.61569 -0.99539 -1.1191 -0.4441 -0.7719
H -2.41479 0.24681 -0.99901 -0.2849 0.0760 0.1479
H -1.96758 0.82215 -2.66430 0.2178 -0.3070 0.4898
H -0.93434 1.25289 -1.24263 -1.2528 -0.0495 -0.4398
H 1.54983 0.56567 -1.14919 0.3224 -0.3411 0.2024
H 1.90347 -1.12742 -0.54570 0.2045 -0.1005 -0.4802
H 1.54441 -1.88005 1.68767 -1.0741 1.3796 -0.3335
H 0.55197 -1.45987 3.84054 0.2497 -0.8749 0.7245
H -0.59244 0.50161 4.36315 -0.5396 0.6703 1.5421
H -0.53410 2.44210 2.97694 -0.3270 -0.2176 -1.1919
H 0.15882 2.12717 0.49699 0.2414 -0.4596 -0.0457
O 1.35407 2.55083 -2.25968 0.3994 -0.2634 0.1799
C 1.43347 1.87155 -3.25271 -0.8899 0.6597 -0.2390
N 1.38146 1.26873 -4.27448 0.1844 -0.8378 0.0026
```
Positions in Å, forces in eV/Å.


8.
# C10H13BO3

C10H13BO3 as an isolated structure at a distorted geometry (ωB97M-V/def2-TZVPD, the OMol25 dataset).

Properties
HOMO (eV): -8.91
ΔE to the lowest compared entry with this formula, charge and spin (kJ/mol): 128.4
LUMO level (eV): 0.68
Net charge: 0

XYZ file:
```
27
Properties=species:S:1:pos:R:3:forces:R:3
O 0.04437 -0.30845 0.72609 0.9070 -1.3281 0.7551
O 1.51262 -2.17664 0.63934 0.0035 0.5637 0.5832
O 1.57177 -0.31463 -1.15066 0.2677 -2.3272 2.4942
B 1.12524 -0.95580 0.07842 -0.0415 1.8628 -3.1954
C -1.22454 -2.02757 3.83250 -1.0751 0.8659 -0.9096
C -0.28815 -2.99585 3.83975 0.9414 -4.9617 3.1739
C -1.06469 -1.05412 2.85357 -0.5509 1.5698 -1.3907
C 0.74455 -3.19277 2.94098 0.9565 2.0496 -3.3785
C -0.14826 -1.14076 1.79618 0.0745 -2.4851 2.5720
C 0.74040 -2.27924 1.82038 -1.0801 1.3890 0.4396
C -0.39920 3.40018 -2.52803 0.8374 1.9239 -0.1283
C 1.05087 0.96405 -1.47754 -0.4088 0.4584 0.6472
C -0.32931 2.12335 -3.28241 -0.1675 -1.0949 -1.2232
C -0.13431 0.85934 -2.39037 -1.3690 -0.2706 -2.3532
H -2.17800 -2.08755 4.40236 1.2362 0.3092 -0.0539
H -0.35537 -3.87307 4.65796 0.0542 2.1945 -1.7552
H -1.71861 -0.19281 2.86298 -0.2321 0.0487 -0.1060
H 1.57086 -3.91630 2.96533 -0.8443 0.0548 0.3488
H -0.48126 4.27973 -3.22235 -0.0766 -0.7183 0.6318
H 0.52820 3.57567 -1.95392 -0.2991 -0.0423 -0.1500
H -1.21376 3.45413 -1.80617 -0.1624 -0.1668 -0.1142
H 0.72715 1.38699 -0.53268 -0.0317 0.6241 -0.0004
H 1.80082 1.66467 -1.90982 -0.0081 -0.9896 0.1997
H -1.18017 2.04541 -3.97641 -0.5954 -0.3471 0.8518
H 0.39755 2.10531 -4.12723 0.5797 0.3431 1.1048
H -1.09192 0.58646 -1.88465 0.7931 0.3401 0.0094
H -0.00685 0.07027 -3.17360 0.2913 0.1341 0.9470
```
Positions in Å, forces in eV/Å.


Number 1: energy -840.8042 hartree. Number 2: energy -538.4031 hartree. Number 3: energy -936.8240 hartree. Number 4: energy -613.6072 hartree. Number 5: energy -786.2980 hartree. Number 6: energy -677.5221 hartree. Number 7: energy -2916.9184 hartree. Number 8: energy -639.4983 hartree.